Entry from OMol25: a 11-piece molecular cluster, C19H56F36N5O5P6 overall in a non-equilibrium geometry (wB97M-V/def2-TZVPD).

Bonds (Å) are listed after each position.
Atoms and positions in Å:
1 C 0.978 1.956 12.643  C2 1.482, H10 1.090, H11 1.090, H12 1.090
2 C 1.156 2.787 11.429  C1 1.482, C3 1.571, N6 1.511, H13 1.090
3 C 2.657 2.861 10.974  C2 1.571, O4 1.411, H14 1.090, H15 1.090
4 O 3.157 1.714 10.322  C3 1.411, C5 1.427
5 C 4.188 1.935 9.361  O4 1.427, H16 1.090, H17 1.090, H18 1.090
6 N 0.164 2.392 10.359  C2 1.511, H7 1.010, H8 1.010, H9 1.010
7 H -0.802 2.498 10.632  N6 1.010
8 H 0.168 2.961 9.524  N6 1.010
9 H 0.348 1.462 10.010  N6 1.010
10 H 1.831 2.170 13.288  C1 1.090
11 H 0.972 0.874 12.518  C1 1.090
12 H 0.022 2.130 13.136  C1 1.090
13 H 0.857 3.821 11.603  C2 1.090
14 H 3.259 3.071 11.858  C3 1.090
15 H 2.779 3.800 10.434  C3 1.090
16 H 4.959 2.586 9.773  C5 1.090
17 H 3.692 2.292 8.458  C5 1.090
18 H 4.683 0.989 9.143  C5 1.090
19 C -3.028 -5.952 -7.416  C20 1.609, H28 1.090, H29 1.090, H30 1.090
20 C -1.998 -6.976 -6.723  C19 1.609, C21 1.505, N24 1.487, H31 1.090
21 C -2.022 -8.417 -7.157  C20 1.505, O22 1.479, H32 1.090, H33 1.090
22 O -1.970 -8.433 -8.635  C21 1.479, C23 1.414
23 C -2.375 -9.705 -9.101  O22 1.414, H34 1.090, H35 1.090, H36 1.090
24 N -0.624 -6.412 -6.782  C20 1.487, H25 1.010, H26 1.010, H27 1.010
25 H -0.056 -7.031 -6.222  N24 1.010
26 H -0.209 -6.523 -7.696  N24 1.010
27 H -0.500 -5.471 -6.436  N24 1.010
28 H -2.778 -5.692 -8.445  C19 1.090
29 H -3.102 -5.009 -6.874  C19 1.090
30 H -4.022 -6.382 -7.536  C19 1.090
31 H -2.167 -6.888 -5.649  C20 1.090
32 H -2.947 -8.859 -6.786  C21 1.090
33 H -1.270 -9.062 -6.702  C21 1.090
34 H -1.623 -10.419 -8.766  C23 1.090
35 H -2.354 -9.767 -10.189  C23 1.090
36 H -3.359 -10.000 -8.735  C23 1.090
37 C -0.797 5.935 -7.841  C38 1.520, H46 1.090, H47 1.090, H48 1.090
38 C -2.176 5.674 -8.424  C37 1.520, C39 1.517, N42 1.571, H49 1.090
39 C -3.072 4.776 -7.592  C38 1.517, O40 1.403, H50 1.090, H51 1.090
40 O -4.236 4.387 -8.270  C39 1.403, C41 1.426
41 C -5.054 3.489 -7.523  O40 1.426, H52 1.090, H53 1.090, H54 1.090
42 N -2.782 7.011 -8.985  C38 1.571, H43 1.010, H44 1.010, H45 1.010
43 H -3.784 6.993 -9.112  N42 1.010
44 H -2.540 7.773 -8.367  N42 1.010
45 H -2.349 7.224 -9.872  N42 1.010
46 H -0.787 6.729 -7.094  C37 1.090
47 H -0.077 6.356 -8.544  C37 1.090
48 H -0.282 5.052 -7.463  C37 1.090
49 H -2.015 5.164 -9.374  C38 1.090
50 H -3.391 5.277 -6.678  C39 1.090
51 H -2.399 3.946 -7.376  C39 1.090
52 H -5.972 3.461 -8.111  C41 1.090
53 H -5.236 3.912 -6.535  C41 1.090
54 H -4.523 2.538 -7.510  C41 1.090
55 C 0.541 -0.120 2.997  C56 1.520, H64 1.090, H65 1.090, H66 1.090
56 C -0.791 -0.319 2.293  C55 1.520, C57 1.581, N60 1.578, H67 1.090
57 C -0.995 0.510 0.963  C56 1.581, O58 1.457, H68 1.090, H69 1.090
58 O -0.234 -0.048 -0.148  C57 1.457, C59 1.431
59 C -0.565 0.635 -1.361  O58 1.431, H70 1.090, H71 1.090, H72 1.090
60 N -0.809 -1.851 1.914  C56 1.578, H61 1.010, H62 1.010, H63 1.010
61 H -0.032 -2.050 1.300  N60 1.010
62 H -0.808 -2.419 2.749  N60 1.010
63 H -1.690 -2.096 1.485  N60 1.010
64 H 0.783 -0.967 3.639  C55 1.090
65 H 0.441 0.723 3.680  C55 1.090
66 H 1.278 -0.041 2.197  C55 1.090
67 H -1.612 -0.177 2.995  C56 1.090
68 H -0.541 1.470 1.210  C57 1.090
69 H -2.074 0.539 0.813  C57 1.090
70 H -0.860 1.665 -1.162  C59 1.090
71 H -1.377 0.115 -1.869  C59 1.090
72 H 0.314 0.766 -1.994  C59 1.090
73 C 8.211 3.801 1.866  C74 1.553, H80 1.090, H81 1.090, H82 1.090
74 C 7.366 2.743 1.106  C73 1.553, O75 1.241, N76 1.484
75 O 6.856 1.727 1.604  C74 1.241
76 N 7.510 2.865 -0.366  C74 1.484, H77 1.010, H78 1.010, C79 1.519
77 H 7.695 3.819 -0.640  N76 1.010
78 H 8.402 2.505 -0.674  N76 1.010
79 C 6.362 2.223 -1.127  N76 1.519, H83 1.090, H84 1.090, H85 1.090
80 H 8.103 3.639 2.938  C73 1.090
81 H 7.777 4.796 1.763  C73 1.090
82 H 9.273 3.781 1.618  C73 1.090
83 H 6.235 1.162 -0.912  C79 1.090
84 H 6.565 2.368 -2.188  C79 1.090
85 H 5.388 2.490 -0.718  C79 1.090
86 P 2.766 -0.436 -9.556  F87 1.597, F88 1.612, F89 1.637, F90 1.659, F91 1.641, F92 1.679
87 F 1.345 -0.771 -8.907  P86 1.597
88 F 3.387 -1.653 -8.701  P86 1.612
89 F 2.240 -1.464 -10.717  P86 1.637
90 F 4.246 -0.246 -10.281  P86 1.659
91 F 2.088 0.857 -10.306  P86 1.641
92 F 3.103 0.535 -8.229  P86 1.679
93 P 3.810 -6.690 -0.866  F94 1.643, F95 1.618, F96 1.650, F97 1.635, F98 1.646, F99 1.577
94 F 5.025 -7.719 -0.460  P93 1.643
95 F 3.012 -7.479 0.301  P93 1.618
96 F 4.316 -5.804 0.431  P93 1.650
97 F 2.513 -5.743 -1.168  P93 1.635
98 F 4.632 -5.943 -2.080  P93 1.646
99 F 3.278 -7.669 -1.982  P93 1.577
100 P -5.969 -5.083 -0.678  F101 1.630, F102 1.597, F103 1.625, F104 1.616, F105 1.620, F106 1.624
101 F -5.903 -4.222 0.704  P100 1.630
102 F -4.749 -4.248 -1.283  P100 1.597
103 F -4.827 -6.016 0.006  P100 1.625
104 F -5.950 -5.961 -2.035  P100 1.616
105 F -7.124 -6.059 -0.095  P100 1.620
106 F -7.015 -3.968 -1.225  P100 1.624
107 P -1.882 -4.425 8.879  F108 1.666, F109 1.631, F110 1.683, F111 1.643, F112 1.622, F113 1.646
108 F -2.939 -3.616 7.878  P107 1.666
109 F -3.070 -5.523 9.082  P107 1.631
110 F -1.431 -5.208 7.459  P107 1.683
111 F -0.814 -5.327 9.742  P107 1.643
112 F -0.706 -3.344 8.598  P107 1.622
113 F -2.547 -3.551 10.105  P107 1.646
114 P 2.650 7.854 3.869  F115 1.614, F116 1.620, F117 1.601, F118 1.631, F119 1.659, F120 1.632
115 F 1.377 8.211 2.944  P114 1.614
116 F 2.591 9.250 4.690  P114 1.620
117 F 1.581 7.348 4.948  P114 1.601
118 F 3.951 7.378 4.730  P114 1.631
119 F 2.765 6.379 3.117  P114 1.659
120 F 3.556 8.614 2.744  P114 1.632
121 P -6.146 3.854 6.795  F122 1.639, F123 1.611, F124 1.664, F125 1.645, F126 1.564, F127 1.604
122 F -5.614 2.503 7.555  P121 1.639
123 F -5.885 2.938 5.497  P121 1.611
124 F -7.647 3.149 6.916  P121 1.664
125 F -6.803 4.998 5.813  P121 1.645
126 F -6.446 4.581 8.147  P121 1.564
127 F -4.668 4.472 6.704  P121 1.604

Calculated values
E = -7051.68008 a.u.
Max |F| = 5.2 eV Å⁻¹
Total charge = -1
2S+1 = 1
Orbital gap = 6.01 eV